1.
Below is the ion C4H13N2 with charge +1 at a distorted geometry, with properties calculated with the ωB97M-V functional and the def2-TZVPD basis.

The SMILES is C[C@H](N)CC[NH3+]. For the relative energy (zero: lowest compared OMol25 entry of this formula, charge and spin), the calculation gives 10.3 kcal per mole. The calculation puts the orbital gap at 0.4043 Ha.

```
! wB97M-V def2-TZVPD RIJCOSX def2/J DEFGRID3
* xyz 1 1
C 0.194 -0.058 -1.963
C -0.373 0.733 -0.778
C -1.155 -0.126 0.217
C -0.343 -1.241 0.883
N 0.745 -0.624 1.749
N 0.718 1.469 -0.083
H 1.278 0.005 -1.967
H -0.183 0.384 -2.878
H -0.128 -1.092 -1.905
H -1.064 1.483 -1.156
H -1.644 0.483 1.000
H -1.957 -0.588 -0.356
H 0.207 -1.763 0.115
H -0.869 -1.933 1.526
H 1.388 -1.311 2.137
H 0.337 -0.168 2.567
H 0.317 2.247 0.442
H 1.339 1.935 -0.737
H 1.195 0.166 1.186
*
```


2.
Below is a structure of composition C12H3Cl2F5NSe2SnTe2, with properties calculated with the ωB97M-V functional and the def2-TZVPD basis.

For the relative energy (zero: lowest compared OMol25 entry of this formula, charge and spin), the calculation gives 0.0 kcal per mole. The calculation puts the orbital gap at 0.2324 Ha.

```
! wB97M-V def2-TZVPD RIJCOSX def2/J DEFGRID3
* xyz -1 1
Sn -0.146 -0.005 -0.017
Se 2.150 -0.269 -1.419
Te 3.646 0.717 0.292
Te 2.340 3.052 0.542
Se 0.152 2.133 1.377
Cl -4.639 0.081 1.318
C -4.232 -0.923 -0.046
C -5.158 -1.840 -0.498
C -4.868 -2.666 -1.580
C -3.645 -2.532 -2.214
C -2.723 -1.601 -1.772
Cl -1.193 -1.491 -2.611
C -2.936 -0.758 -0.633
N -2.080 0.150 -0.130
H -6.109 -1.916 0.018
H -5.583 -3.408 -1.911
H -3.399 -3.150 -3.071
F -1.107 -3.032 0.146
C -0.199 -2.899 1.133
C 0.329 -1.657 1.423
C 1.221 -1.619 2.475
F 1.757 -0.463 2.889
C 1.612 -2.749 3.170
F 2.491 -2.670 4.177
C 1.083 -3.976 2.824
F 1.464 -5.080 3.470
C 0.161 -4.053 1.801
F -0.358 -5.241 1.468
*
```


3.
Below is a structure of composition C4H6N2O2 at a distorted geometry, with properties calculated with the ωB97M-V functional and the def2-TZVPD basis.

For the relative energy (zero: lowest compared OMol25 entry of this formula, charge and spin), the calculation gives 269.8 kcal per mole. The calculation puts the orbital gap at 0.2328 Ha.

```
! wB97M-V def2-TZVPD RIJCOSX def2/J DEFGRID3
* xyz 0 1
C -0.669 0.572 -0.226
C 0.231 1.187 0.875
C 0.876 -0.014 0.349
C -0.379 -0.315 -1.361
H -2.340 1.184 1.408
H -0.178 1.467 1.792
H 0.940 2.033 0.405
H 1.501 0.088 -0.492
H -0.032 -1.504 1.235
H 1.196 -1.732 -1.681
N 0.602 -1.269 0.501
N 0.064 -1.690 -0.906
O -1.552 -0.032 0.678
O -0.260 0.024 -2.576
*
```


4.
Below is a structure of composition C19H15BCoF4N3O2S3Te, with properties calculated with the ωB97M-V functional and the def2-TZVPD basis.

For the relative energy (zero: lowest compared OMol25 entry of this formula, charge and spin), the calculation gives 0.0 kcal per mole. The calculation puts the orbital gap (spin up / spin down) at 0.1602 / 0.1602 Ha.

```
! wB97M-V def2-TZVPD RIJCOSX def2/J DEFGRID3
* xyz -2 1
Co -0.255 -0.135 -0.155
S -0.471 -3.708 2.363
C 0.585 -4.136 1.079
C 0.707 -3.141 0.157
C -0.073 -1.973 0.441
C -0.742 -2.172 1.622
C -1.486 -1.072 2.182
C -2.263 -1.075 3.339
C -2.901 0.090 3.715
C -2.761 1.232 2.938
C -1.976 1.161 1.800
N -1.355 0.044 1.443
H 1.073 -5.099 1.080
H 1.361 -3.238 -0.697
H -2.356 -1.984 3.919
H -3.510 0.108 4.611
H -3.248 2.161 3.199
H -1.826 2.002 1.138
O 3.044 3.033 -2.859
C 2.334 3.904 -2.127
C 2.688 5.254 -2.205
C 2.008 6.204 -1.468
C 0.960 5.832 -0.632
C 0.608 4.495 -0.555
C 1.270 3.519 -1.291
C 0.808 2.105 -1.163
O -0.145 1.837 -0.379
N 1.422 1.225 -1.930
N 0.870 -0.047 -1.772
C 1.231 -0.871 -2.676
S 2.467 -0.428 -3.871
C 2.921 -2.153 -4.149
C 1.657 -2.988 -4.206
S 0.481 -2.431 -2.922
H 2.680 2.126 -2.648
H 3.513 5.524 -2.852
H 2.304 7.245 -1.539
H 0.431 6.573 -0.047
H -0.198 4.163 0.086
H 3.561 -2.485 -3.329
H 3.489 -2.207 -5.079
H 1.884 -4.040 -4.028
H 1.173 -2.893 -5.179
Te -2.355 -0.598 -1.505
F 1.624 0.254 1.103
B 2.723 0.287 2.021
F 3.621 1.284 1.614
F 2.225 0.578 3.303
F 3.357 -0.965 2.021
*
```